The following is a quantum chemistry calculation of C5H10N2O as an isolated structure at a distorted geometry, from OMol25.

Geometry as XYZ:
```
18
C5H10N2O wB97M-V/def2-TZVPD
H 0.65 2.00 -0.83
H -2.07 -0.91 -2.05
C -0.92 -1.56 -0.51
C 2.29 -0.55 0.51
H 2.34 1.56 -1.13
H -0.02 0.74 0.74
C -2.41 1.46 1.39
H 3.22 -0.52 -0.07
O 0.14 -1.70 -1.14
H -3.44 1.58 1.58
H -2.57 -0.37 -0.47
H 2.51 -0.38 1.57
N 1.46 1.41 -0.64
N -2.05 -1.03 -1.04
C -1.28 1.19 1.01
H 1.92 -1.58 0.47
H -0.95 -1.63 0.59
C 1.19 0.30 0.02
```

For the total energy, the calculation gives -10370.0124 eV. As for the orbital gap: 9.26 eV. Its spin multiplicity is 1. The calculation puts the energy above the lowest of the compared OMol25 structures with the same formula, charge and spin at 510.67 kJ/mol.



The following is a quantum chemistry calculation of C5H10N2O as an isolated structure at a distorted geometry, from OMol25.

Geometry as XYZ:
```
18
C5H10N2O wB97M-V/def2-TZVPD
N 1.19 0.44 0.28
C 1.24 0.34 -1.10
H -2.78 -0.39 -0.40
H 2.21 -1.23 -0.40
N -2.25 -1.05 0.15
H -0.30 -1.75 0.45
H 1.46 -0.89 1.87
H 0.95 1.20 -1.70
C -1.02 1.64 0.02
H -2.58 -2.00 0.10
O 1.88 -0.66 -1.60
H -0.33 2.48 0.09
C -0.27 0.34 0.11
H 2.93 -0.39 1.03
C 1.89 -0.67 0.89
H -1.58 1.73 -0.91
C -0.90 -0.86 0.27
H -1.73 1.73 0.85
```

For the total energy, the calculation gives -10371.1576 eV. As for the orbital gap: 8.25 eV. Its spin multiplicity is 1. The calculation puts the energy above the lowest of the compared OMol25 structures with the same formula, charge and spin at 400.18 kJ/mol.



The following is a quantum chemistry calculation of a 2-piece molecular cluster, C5H10N2O overall at a distorted geometry, from OMol25.

Geometry as XYZ:
```
18
C5H10N2O wB97M-V/def2-TZVPD
H -2.63 -1.03 0.60
C 0.05 0.82 0.10
C 0.40 2.06 -0.30
O -1.93 0.59 -1.22
H -2.30 0.32 1.47
H 2.72 0.65 0.18
H 0.50 -2.20 -0.61
C -1.26 0.18 -0.26
H -1.13 -1.97 -1.18
H -0.32 2.65 -0.84
H 0.44 -0.85 1.38
C -0.19 -1.45 -1.00
N 2.24 0.01 0.80
H 2.80 -0.68 1.28
H 0.20 -0.99 -1.90
H 1.38 2.48 -0.12
N -1.88 -0.43 0.92
C 0.92 -0.14 0.71
```

For the total energy, the calculation gives -10371.1011 eV. As for the orbital gap (spin up / spin down): 7.20 / 7.21 eV. Its spin multiplicity is 1. The calculation puts the energy above the lowest of the compared OMol25 structures with the same formula, charge and spin at 405.64 kJ/mol.